Entry 1:
Molecular formula: C18H35Cl22IO3S
Method: DFT, the ωB97M-V functional and the def2-TZVPD basis

```
80
Properties=species:S:1:pos:R:3:forces:R:3
C -2.535150 -3.503470 1.799010 0.64 -0.05 0.42
C -0.914002 -3.256483 1.967333 -1.39 0.31 -0.56
I 0.024690 -5.258312 2.208776 -0.48 0.92 0.20
C -0.225750 -2.610819 0.648530 0.24 0.72 0.18
C 0.365542 -1.095354 0.890428 -1.56 0.54 -1.53
C -0.822678 -0.012979 1.219764 -0.12 0.34 -0.61
C -0.304453 1.340527 1.953383 0.18 -0.04 0.53
C 0.938836 1.138354 2.973069 -0.94 2.13 0.55
O 2.163294 0.618745 2.301781 -2.54 -2.74 0.32
S 1.805964 -1.037393 2.065952 4.87 -4.53 0.80
O 3.017668 -1.674994 1.337788 -4.07 3.01 1.66
O 1.607920 -1.810679 3.371811 -0.60 3.35 -3.57
H -3.097079 -2.481133 1.787844 1.05 -1.79 -0.03
H -2.881650 -4.111268 2.735325 0.49 1.15 -1.84
H -2.782627 -4.100084 0.831792 0.49 1.07 1.72
H -0.788066 -2.635415 2.934800 0.30 -1.19 -1.72
H 0.632646 -3.270551 0.222218 -1.61 1.22 0.85
H -1.039722 -2.478530 -0.186587 1.52 -0.21 1.55
H 0.787352 -0.773103 -0.157592 -0.22 -0.54 2.27
H -1.747735 -0.503150 1.746743 2.00 0.83 -0.67
H -1.225206 0.319150 0.169039 0.85 -0.76 2.13
H -1.167716 1.825015 2.580369 1.83 -1.16 -1.24
H -0.006050 2.121887 1.148760 -0.38 -1.36 1.34
H 0.656035 0.531193 3.916925 0.60 0.67 -1.75
H 1.232032 2.207065 3.355590 -0.37 -2.09 -0.77
C -2.340084 4.628948 1.657811 0.15 0.18 0.19
Cl -3.092720 3.070046 2.018839 -0.41 0.26 0.37
Cl -1.887620 4.738853 -0.048182 0.11 0.34 0.74
H -3.046535 5.426953 1.890902 0.09 -0.24 -0.12
H -1.443367 4.739381 2.269656 -0.15 -0.11 -0.16
C -4.246532 1.183914 -1.658505 -0.28 0.07 -0.37
Cl -4.111243 2.824646 -1.018168 -0.33 -0.33 -0.52
Cl -3.604343 -0.000527 -0.512976 -0.30 -0.11 -0.15
H -5.297756 0.961968 -1.848378 0.22 0.02 0.16
H -3.681293 1.118265 -2.589405 -0.02 0.04 0.27
C 5.356446 -2.898141 -0.331942 -0.21 0.01 0.56
Cl 5.428556 -1.690748 -1.621831 0.09 0.10 -0.06
Cl 5.346004 -4.537997 -0.993087 0.07 -0.10 0.01
H 6.230013 -2.780789 0.311083 -0.29 -0.05 -0.32
H 4.445685 -2.743169 0.248757 0.18 -0.02 -0.29
C -2.623306 6.037514 -3.634897 -0.14 0.33 -0.11
Cl -1.272950 5.243234 -2.815781 0.17 0.09 -0.57
Cl -3.760961 4.852368 -4.286950 -0.01 0.10 -0.03
H -3.145696 6.674979 -2.919944 0.11 -0.26 -0.06
H -2.233605 6.643398 -4.454246 -0.01 -0.24 0.15
C 2.042315 6.168613 -3.750633 -0.12 -0.30 0.10
Cl 3.638236 6.442800 -3.042427 0.01 -0.09 0.03
Cl 1.522288 7.559656 -4.710335 -0.13 -0.06 -0.01
H 2.085699 5.288899 -4.394496 0.08 0.25 0.07
H 1.323103 6.002177 -2.947731 0.22 0.18 -0.19
C 8.969180 -2.738387 -0.382061 -0.12 -0.01 -0.36
Cl 10.703167 -3.080767 -0.395720 -0.04 -0.01 -0.08
Cl 8.401102 -2.383830 1.254481 0.12 0.07 0.11
H 8.772858 -1.875479 -1.020151 0.09 -0.13 0.22
H 8.432631 -3.608973 -0.762782 0.14 0.12 0.17
C -6.722945 -1.385106 1.947881 -0.32 0.02 -0.13
Cl -5.891316 -2.619594 0.994864 -0.15 -0.04 -0.04
Cl -5.607702 -0.576505 3.056389 -0.03 0.12 0.06
H -7.150734 -0.643410 1.271780 0.20 -0.14 0.12
H -7.517282 -1.858616 2.526546 0.27 0.07 -0.08
C -8.857801 2.165951 2.070049 0.09 0.27 0.23
Cl -9.619714 0.612913 2.434119 -0.05 0.03 0.11
Cl -8.398739 2.267767 0.365936 0.07 0.06 0.02
H -9.561769 2.968000 2.296540 0.08 -0.24 -0.14
H -7.963256 2.274667 2.685211 -0.14 -0.14 -0.19
C 2.734492 -7.384034 4.230899 0.28 0.23 -0.05
Cl 2.117761 -7.448809 5.886140 0.07 0.07 0.01
Cl 1.861748 -8.506350 3.179941 0.03 0.05 -0.10
H 2.612196 -6.370236 3.846319 -0.12 -0.22 0.10
H 3.791913 -7.652408 4.235666 -0.28 -0.06 0.04
C 5.126269 1.609342 -3.223710 0.12 0.00 0.40
Cl 6.228433 0.673154 -4.239422 0.01 0.00 0.07
Cl 3.766198 2.237324 -4.162084 -0.12 0.07 0.02
H 4.741596 0.964308 -2.432216 0.02 0.07 -0.25
H 5.671561 2.446523 -2.785531 -0.12 -0.13 -0.23
C 1.720100 -0.820013 -5.547514 0.28 0.18 -0.15
Cl 1.076043 -0.866572 -3.901907 0.05 0.08 0.08
Cl 0.845540 -1.932180 -6.607198 0.06 0.04 -0.06
H 1.621308 0.193751 -5.938182 -0.08 -0.24 0.12
H 2.772730 -1.105888 -5.524267 -0.27 -0.03 0.06
```
Positions in Å, forces in eV/Å.

The SMILES is C[C@@H](I)C[C@H]1CCCOS1(=O)=O.ClCCl.ClCCl.ClCCl.ClCCl.ClCCl.ClCCl.ClCCl.ClCCl.ClCCl.ClCCl.ClCCl. Its HOMO energy is -9.247 eV. As for the molecular weight: 1238.4 g mol⁻¹. The LUMO energy comes out at 0.0003 Ha. The total energy comes out at -11752.499215 a.u. The largest force on an atom is 6.7 eV/Å. For the gap between HOMO and LUMO, the calculation gives 9.3 eV.

---

Entry 2:
Molecular formula: C18H35ClFNO2
Method: DFT, the ωB97M-V functional and the def2-TZVPD basis

```
58
Properties=species:S:1:pos:R:3:forces:R:3
C 1.257761 1.383636 3.401538 0.64 0.50 -1.16
C 1.337182 -0.035911 2.660158 -0.13 0.43 1.75
C -0.067561 -0.664776 2.302158 0.70 -1.25 -1.35
F -1.175716 -0.074917 2.979867 1.04 -0.07 -0.23
C -0.391104 -0.668853 0.724973 -0.48 1.08 1.69
C -0.487121 0.861594 0.304698 -0.86 0.31 -1.02
C 0.244369 1.274459 -1.039388 0.12 1.49 0.97
C 1.707283 1.804071 -0.678623 0.35 -0.07 -0.84
C 1.944969 3.321594 -1.067895 -0.22 -0.19 0.37
C 0.913472 4.334316 -0.424920 0.29 0.53 -1.02
O 0.575606 4.040506 0.938168 -0.76 0.10 -0.89
C -0.827769 4.225412 1.178047 -0.23 -0.71 0.69
C 0.757323 -1.520343 0.051395 -0.48 -0.12 0.56
C 0.375169 -2.496244 -1.133293 2.98 -1.59 -0.78
C 1.042159 -2.000090 -2.517141 -0.47 -1.03 -0.21
C 1.166520 -3.891190 -0.848272 1.37 1.18 -0.91
N -1.050603 -2.862495 -1.304188 0.03 0.13 1.66
O -1.353068 -4.081057 -0.977985 0.00 0.75 -0.61
C -2.049930 -1.880186 -0.853191 -3.74 0.52 -0.06
C -3.448045 -2.686968 -0.780961 -0.17 1.32 0.12
C -2.360132 -0.713439 -1.919594 -0.41 -0.65 -0.27
C -1.846462 -1.303585 0.606619 1.85 -1.46 -0.23
H 1.596053 1.346093 4.473151 -0.70 -0.07 -1.00
H 2.002655 2.059424 2.868003 -0.88 -0.65 0.74
H 0.258407 1.897548 3.269196 1.08 -0.75 0.48
H 2.049736 0.055179 1.799466 -1.04 -0.40 0.58
H 1.831949 -0.739115 3.401098 -0.49 0.72 -1.07
H -0.027788 -1.752376 2.630670 -0.32 1.27 -0.30
H -1.592939 1.095040 0.160409 1.29 -0.24 0.28
H -0.146809 1.591956 1.102616 -0.21 -1.13 -0.85
H -0.316409 2.180908 -1.446979 0.52 -1.14 0.33
H 0.227817 0.507824 -1.856350 0.19 0.55 1.02
H 1.963441 1.682463 0.407902 -0.47 -0.03 -1.04
H 2.442499 1.182008 -1.267877 -0.49 0.70 0.71
H 2.979224 3.649750 -0.768370 -0.88 -0.50 -0.33
H 1.859848 3.396685 -2.191217 0.10 0.19 1.09
H -0.009335 4.361099 -1.088553 0.84 -0.10 0.94
H 1.357463 5.383649 -0.463588 -0.48 -1.13 -0.03
H -1.116085 5.313605 1.285825 0.30 -1.03 -0.37
H -1.424160 3.689083 0.374955 0.50 0.83 0.84
H -1.060160 3.705752 2.160265 0.30 0.66 -1.11
H 1.200804 -2.164718 0.873677 -0.48 0.70 -1.09
H 1.635530 -0.896957 -0.300100 -1.22 -0.62 0.57
H 0.310275 -1.489103 -3.202531 0.77 -0.17 0.72
H 1.980339 -1.404079 -2.351912 -1.08 -0.42 -0.02
H 1.368732 -2.942643 -3.064474 -0.44 1.18 0.54
H 0.946225 -4.313942 0.166231 0.00 0.27 -1.12
H 1.053508 -4.614655 -1.704535 -0.49 0.58 1.01
H 2.316919 -3.608419 -0.826664 -2.70 -0.60 -0.12
H -3.664088 -3.226857 -1.745644 0.36 0.34 1.15
H -3.521729 -3.332014 0.133492 0.20 0.35 -1.13
H -4.239014 -1.876607 -0.671586 0.77 -0.90 -0.09
H -2.748664 0.222791 -1.412083 0.80 -1.05 -0.58
H -3.226622 -1.069103 -2.566669 1.13 0.34 0.64
H -1.510082 -0.518710 -2.623307 -0.72 0.11 0.89
H -1.873336 -2.197947 1.313603 0.00 0.92 -0.86
H -2.660811 -0.612114 0.954351 0.84 -0.55 -0.70
Cl 3.492307 -2.927036 0.575356 1.68 0.55 1.07
```
Positions in Å, forces in eV/Å.

The net charge is -1. Its HOMO energy (alpha / beta) is -3.898 / -3.894 eV. As for the molecular weight: 351.9 g mol⁻¹. As for the expectation value of S²: 0.75. The LUMO energy (alpha / beta) comes out at 0.0986 / 0.0985 Ha. As for the spin multiplicity: 2. The total energy comes out at -1472.020273 a.u. The largest force on an atom is 3.8 eV/Å. For the gap between HOMO and LUMO (alpha / beta), the calculation gives 6.6 / 6.6 eV.

---

Entry 3:
Molecular formula: C18H35NP2S2Sn
Method: DFT, the ωB97M-V functional and the def2-TZVPD basis

```
59
Properties=species:S:1:pos:R:3:forces:R:3
Sn -0.047632 -0.160967 -0.077821 0.14 0.29 0.85
S -1.008569 2.396546 -0.467360 -0.39 0.28 -0.44
S -0.732394 -2.774741 -0.492249 -0.82 -1.19 -0.82
C -2.831477 2.358015 -0.662709 0.23 0.15 0.19
C -0.539380 2.310318 -2.245107 -0.43 0.35 0.16
C -1.046676 1.081927 -2.978679 0.49 -0.49 -0.46
N -0.387129 -0.150933 -2.476134 -0.47 0.06 -1.21
C -1.002087 -1.405009 -2.994976 0.40 0.42 -0.24
C -0.415075 -2.624989 -2.309025 -0.30 -0.44 0.34
H 0.551647 2.416006 -2.303080 -0.24 -0.01 0.03
H -1.004878 3.203654 -2.678116 0.31 -0.11 -0.06
H -0.813767 1.184471 -4.052232 -0.29 0.21 0.23
H -2.134636 0.967617 -2.882152 0.34 0.03 -0.02
H -0.787799 -1.468848 -4.073596 -0.26 -0.22 0.19
H -2.092171 -1.351616 -2.872273 0.35 0.03 -0.04
H 0.674540 -2.676046 -2.428424 -0.23 -0.06 0.00
H -0.862539 -3.533524 -2.728611 0.28 0.19 -0.13
C -2.556790 -2.565286 -0.494936 0.42 -0.36 0.21
H 0.590003 -0.137763 -2.789775 -0.29 0.01 0.02
H -2.885148 -1.636157 -0.969813 0.11 -0.09 0.15
H -2.874781 -2.577867 0.553415 0.03 -0.02 -0.25
H -2.981640 -3.433104 -1.011425 -0.02 0.29 0.12
H -3.255024 2.493708 0.338683 0.06 0.00 -0.30
H -3.196273 1.423463 -1.102075 0.14 0.20 0.18
H -3.110121 3.214379 -1.290174 0.03 -0.26 0.19
C 5.077066 0.215263 -1.837763 0.32 -0.02 0.55
C 5.651505 0.232107 -0.624989 -0.14 0.02 -0.62
H 4.926383 1.139799 -2.406166 0.04 -0.34 0.22
H 4.796262 -0.720943 -2.333399 0.14 0.34 0.22
H 5.979399 1.170282 -0.160867 -0.14 -0.37 -0.21
H 5.873954 -0.687038 -0.071484 -0.10 0.33 -0.27
C -0.299144 -1.445845 3.680300 -0.21 -0.28 0.06
P -0.604389 -0.021629 2.597780 0.79 0.70 0.49
C -2.333470 0.458662 2.798236 -0.45 -0.03 0.17
C 0.333600 1.337497 3.397322 0.33 0.19 -0.24
C -0.063324 1.867607 4.626609 0.32 0.21 -0.12
C 0.619904 2.968173 5.161248 -0.04 -0.26 -0.09
C 1.716264 3.508154 4.483145 -0.08 -0.07 -0.08
C 2.153072 2.943077 3.278287 -0.13 -0.06 0.22
C 1.470947 1.856100 2.729748 -0.36 -0.12 0.33
P 1.995313 1.019127 1.190158 -0.78 0.23 0.64
C 2.784821 2.270844 0.177443 0.59 0.26 -0.11
C 3.168684 -0.270578 1.674611 0.51 0.23 0.20
H -0.686256 -2.348851 3.184748 0.12 0.16 0.33
H -0.814243 -1.287951 4.640343 0.21 -0.18 -0.24
H 0.781020 -1.559480 3.858917 -0.40 0.04 -0.08
H -2.420673 1.204605 3.599237 -0.16 -0.28 -0.23
H -2.709114 0.889450 1.859195 0.04 -0.16 0.36
H -2.920926 -0.433285 3.055012 -0.02 0.30 -0.10
H -0.905591 1.422157 5.160465 0.22 0.27 -0.07
H 0.284915 3.389668 6.111421 0.19 -0.08 -0.33
H 2.237218 4.373769 4.895907 -0.15 -0.29 -0.12
H 3.026118 3.345497 2.767755 -0.16 0.03 0.19
H 3.703131 2.593990 0.681698 -0.07 0.15 -0.31
H 3.049310 1.861117 -0.805314 0.02 0.04 0.30
H 2.113676 3.130046 0.042495 0.13 -0.22 0.16
H 3.912272 0.194640 2.340495 -0.06 -0.32 -0.21
H 2.658117 -1.072619 2.224274 0.06 0.24 -0.17
H 3.668480 -0.678764 0.787778 -0.14 0.08 0.26
```
Positions in Å, forces in eV/Å.

The net charge is +2. Its HOMO energy is -12.455 eV. As for the molecular weight: 510.3 g mol⁻¹. The LUMO energy comes out at -0.2279 Ha. The total energy comes out at -2454.432765 a.u. The largest force on an atom is 1.7 eV/Å. For the gap between HOMO and LUMO, the calculation gives 6.3 eV.

---

Entry 4:
Molecular formula: C18H36AgO18
Method: DFT, the ωB97M-V functional and the def2-TZVPD basis

```
73
Properties=species:S:1:pos:R:3:forces:R:3
Ag -9.526500 -1.287550 23.917670 0.02 0.01 -0.01
C -9.225610 4.035880 27.201050 1.44 0.14 0.56
O -10.347730 3.301390 27.715000 -0.33 0.24 -0.31
C -10.327740 2.056580 28.160260 1.38 -2.80 1.62
O -9.598690 1.088400 27.831540 -1.99 3.05 0.27
O -11.233120 1.981130 29.213560 0.96 0.95 -1.56
C -11.383220 0.757620 29.940480 -0.39 -0.17 -0.70
H -9.403380 4.630160 26.304770 -0.74 -0.67 -0.11
H -8.307720 3.459700 27.084520 -0.41 -0.65 -0.34
H -8.903400 4.772810 27.936730 -0.56 0.02 0.40
H -11.279370 0.929870 31.011760 0.67 0.16 -0.19
H -10.704760 0.034480 29.487860 -0.06 -0.18 0.56
H -12.423760 0.449970 29.836900 0.02 -0.18 -0.33
C -13.512600 -4.539180 26.407520 -0.65 -1.16 0.21
O -13.974010 -3.339290 26.977980 -0.49 2.82 -0.73
C -14.212780 -2.172240 26.246990 2.73 -2.08 -1.24
O -13.596520 -1.856010 25.207460 -1.93 -0.65 2.69
O -15.119880 -1.503660 26.920480 0.98 -2.12 0.74
C -15.536770 -0.346400 26.359450 -2.29 2.92 -0.60
H -12.837960 -5.011260 27.121720 0.37 0.34 -0.20
H -13.116320 -4.533320 25.392130 0.08 0.57 0.15
H -14.394730 -5.178610 26.440200 0.02 -0.28 -0.44
H -16.141400 -0.525730 25.470430 0.96 0.05 -0.79
H -14.769480 0.427460 26.336780 0.08 -0.22 -0.65
H -16.348710 0.075120 26.952040 0.30 -0.16 0.83
C -12.587000 -1.761370 18.472910 0.10 1.10 0.44
O -11.551730 -2.694920 18.157910 0.59 -0.97 0.18
C -10.284040 -2.744540 18.686780 -0.59 0.35 -2.51
O -9.845620 -2.050300 19.556240 -0.19 -0.55 0.28
O -9.486670 -3.568200 17.909660 0.22 1.59 1.93
C -10.007190 -4.394020 16.905170 -1.20 -1.15 -0.30
H -12.587500 -1.373430 19.491520 0.45 -0.34 0.17
H -13.586000 -2.161750 18.300290 0.42 -0.68 -0.14
H -12.508320 -0.885720 17.828590 0.28 -0.07 -0.15
H -10.590230 -5.159750 17.416860 -0.66 0.11 -0.37
H -9.267230 -4.998300 16.380390 0.76 0.69 0.37
H -10.564180 -3.840490 16.149220 -0.19 -0.06 0.25
C -5.493600 -4.031630 27.137590 -0.59 0.31 -1.59
O -4.752470 -4.147210 25.871180 -0.45 -0.77 -2.20
C -5.449100 -4.355210 24.667690 -0.28 0.76 -0.08
O -6.676340 -4.341840 24.538320 2.69 -0.16 0.35
O -4.530520 -4.471810 23.589790 -0.90 0.34 3.02
C -5.010380 -4.808310 22.311430 -1.48 0.02 -1.46
H -6.317210 -4.744050 27.090510 0.07 0.07 0.36
H -5.874060 -3.010750 27.171610 -0.18 -0.07 0.12
H -4.838770 -4.174920 27.997110 0.25 -0.31 -0.56
H -4.271250 -4.728400 21.514310 0.89 -0.35 0.87
H -5.740540 -4.130470 21.869290 -0.45 0.50 0.81
H -5.503310 -5.778890 22.255780 0.33 -0.19 0.34
C -2.119800 1.167530 21.665560 -0.41 1.02 1.60
O -3.350140 0.862610 22.444090 -0.56 -0.30 -0.42
C -3.559530 0.964510 23.772130 3.32 0.23 0.36
O -4.530620 0.563650 24.346190 0.42 0.55 -0.42
O -2.377850 1.513130 24.388550 -1.65 -0.82 -0.69
C -2.245450 1.422740 25.822660 -0.36 -0.03 0.19
H -2.016360 2.251720 21.709380 0.38 -0.06 0.20
H -2.218250 0.946620 20.602720 -0.67 -0.66 0.40
H -1.268340 0.664980 22.124440 -0.12 0.08 -0.14
H -1.455340 2.083140 26.179990 -0.10 0.33 -0.61
H -1.922770 0.438590 26.162420 -0.32 -0.29 -0.38
H -3.174480 1.698420 26.321640 -0.01 -0.09 -0.09
C -12.893410 4.794650 21.688410 -0.72 -1.32 2.26
O -11.677970 5.168520 21.153680 1.68 -0.09 -0.97
C -10.579220 4.410900 21.386480 0.05 -1.45 2.35
O -10.489520 3.314930 21.993780 -0.65 2.98 -2.12
O -9.563670 5.175460 21.012330 0.75 -0.26 -0.45
C -8.234520 4.622090 21.006560 0.59 0.46 -0.32
H -12.664010 4.249220 22.603820 -0.19 -0.57 0.02
H -13.487380 4.137180 21.053560 0.01 0.37 -0.22
H -13.435050 5.638820 22.115150 -0.01 0.37 -0.94
H -7.522660 5.391560 20.707770 -0.58 0.59 -0.02
H -8.108940 3.896190 20.203200 -0.35 -0.55 0.52
H -7.871470 4.341150 21.995180 -0.55 -0.61 -0.08
```
Positions in Å, forces in eV/Å.

The net charge is +1. Its HOMO energy is -12.848 eV. As for the molecular weight: 648.3 g mol⁻¹. The LUMO energy comes out at -0.2178 Ha. The total energy comes out at -2208.337311 a.u. The largest force on an atom is 3.8 eV/Å. For the gap between HOMO and LUMO, the calculation gives 6.9 eV.